Record 1
{"formula": "H6N4", "method": "the ωB97M-V functional and the def2-TZVPD basis", "e_tot_ha": -222.5123, "e_lumo_ev": 0.5, "gap_ev": 8.5870, "homo_ev": -8.127, "charge": 0, "symbols": ["H", "N", "N", "H", "N", "N", "H", "H", "H", "H"], "xyz": [[-0.14897, 2.20247, 0.02863], [0.26542, 1.61175, -0.71504], [-0.57573, 1.41455, -1.60692], [-0.16281, 0.82651, -2.34865], [-0.45211, -1.35883, 0.46433], [0.68092, -0.70268, 1.11669], [-1.17576, -0.65095, 0.35574], [-0.80646, -2.04375, 1.13231], [1.44226, -1.37706, 1.06825], [0.93324, 0.07799, 0.50465]], "forces_ev_per_a": [[-0.220, -0.105, -0.361], [-0.202, -0.221, -0.801], [0.088, 0.484, 0.764], [0.251, 0.013, 0.325], [0.041, -0.221, -0.267], [-0.100, 0.102, 0.271], [0.086, -0.189, 0.224], [-0.032, 0.386, -0.093], [-0.070, 0.256, -0.186], [0.157, -0.505, 0.124]], "mulliken_charge": [0.257, -0.216, -0.329, 0.258, -0.469, -0.476, 0.206, 0.241, 0.245, 0.282]}

Record 2
{"formula": "H6N4OS", "method": "the ωB97M-V functional and the def2-TZVPD basis", "s2": 2.01, "e_tot_ha": -695.7022, "multiplicity": 3, "e_lumo_ev": [0.9, -3.5], "gap_ev": [4.7329, 7.1264], "homo_ev": [-3.831, -10.656], "charge": 0, "symbols": ["N", "N", "N", "N", "O", "S", "H", "H", "H", "H", "H", "H"], "xyz": [[0.65721, 1.38002, 1.35994], [-1.75566, 0.82543, -0.22153], [1.20169, -1.08898, 0.41659], [-0.56221, 0.41944, -0.83860], [1.94052, 0.82570, -0.98474], [0.81264, 0.54705, 0.20839], [-1.74018, 1.84084, -0.17794], [-1.80064, 0.49091, 0.74320], [1.69997, -1.21858, 1.28150], [1.73701, -1.42850, -0.36549], [-0.63999, -0.53370, -1.16751], [1.71108, 1.60415, -1.49049]], "forces_ev_per_a": [[-2.364, 3.581, 6.538], [-0.485, 0.201, 0.316], [-0.786, -0.548, 0.210], [-0.557, 0.610, 0.562], [1.872, -1.302, -1.252], [2.502, -2.575, -5.251], [-0.085, -0.063, -0.113], [-0.203, -0.053, -0.226], [0.150, 0.003, 0.340], [0.373, -0.230, -0.420], [-0.075, -0.666, 0.002], [-0.341, 1.040, -0.706]], "mulliken_charge": [-0.255, -0.609, -0.774, -0.282, -0.007, -0.119, 0.349, 0.294, 0.337, 0.431, 0.448, 0.186]}

Record 3
{"formula": "H6NO3SSi2", "method": "the ωB97M-V functional and the def2-TZVPD basis", "e_tot_ha": -1261.2843, "e_lumo_ev": 3.7, "gap_ev": 9.3032, "homo_ev": -5.590, "charge": -1, "symbols": ["N", "O", "O", "O", "Si", "Si", "S", "H", "H", "H", "H", "H", "H"], "xyz": [[-0.45082, 0.07556, 0.50872], [2.23367, 1.00995, -0.54980], [1.36781, -1.21123, -1.22257], [2.35455, -0.82135, 0.95035], [-1.09347, -1.38268, -0.10409], [-0.52594, 1.75135, 0.34414], [1.65495, -0.26612, -0.16402], [-1.30389, -1.63654, -1.52018], [-2.34997, -1.63875, 0.69406], [-0.23433, -2.38677, 0.23381], [0.31333, 2.31384, 1.52670], [-1.98341, 2.10821, 0.31453], [0.01753, 2.08455, -1.01165]], "forces_ev_per_a": [[2.751, -0.816, -0.977], [-1.168, -0.033, -0.191], [-0.275, 0.484, -0.240], [-0.391, -0.583, 1.237], [-1.315, 1.328, 0.656], [0.359, -0.034, -0.009], [0.041, 0.280, -0.112], [-0.505, 0.328, -0.641], [-0.065, 0.115, -0.418], [1.411, -2.138, 0.910], [-0.821, 0.107, -0.967], [0.193, 0.361, 0.340], [-0.215, 0.601, 0.411]], "mulliken_charge": [0.032, -0.571, -0.588, -0.546, 0.434, 0.226, 1.003, -0.177, -0.221, -0.192, -0.110, -0.176, -0.114]}

Record 4
{"formula": "H6O15S3Zn", "method": "the ωB97M-V functional and the def2-TZVPD basis", "e_tot_ha": -4105.9038, "e_lumo_ev": 8.4, "gap_ev": 3.5623, "homo_ev": 4.808, "charge": -4, "symbols": ["Zn", "S", "O", "O", "O", "O", "S", "O", "O", "O", "O", "S", "O", "O", "O", "O", "O", "H", "H", "O", "H", "H", "O", "H", "H"], "xyz": [[-0.42675, -0.10438, -0.18143], [1.73152, 2.56857, 0.31273], [1.67381, 3.45516, -0.88155], [3.02536, 1.85864, 0.38153], [1.52311, 3.40230, 1.52569], [0.62655, 1.53664, 0.22099], [-1.69899, 0.22266, 2.96902], [-0.45925, 0.72113, 3.56217], [-2.17303, -0.96962, 3.73340], [-2.75942, 1.26367, 2.93191], [-1.47044, -0.25927, 1.54598], [1.72042, -1.35115, -2.59727], [0.63911, -0.65947, -1.78871], [1.62293, -0.84316, -3.98948], [3.04967, -1.11422, -2.03706], [1.40594, -2.81956, -2.55852], [-1.67487, 1.16514, -1.22142], [-1.38579, 1.21201, -2.13848], [-2.28405, 1.89016, -1.08089], [-1.73790, -1.79408, -0.69913], [-2.51679, -2.02534, -0.18721], [-1.65388, -2.44118, -1.40441], [0.96880, -1.35985, 0.95606], [1.41711, -2.17395, 0.71626], [0.83682, -1.38086, 1.90981]], "forces_ev_per_a": [[1.886, 0.555, 1.241], [0.268, -0.066, 0.367], [-0.200, 0.006, -0.354], [0.009, 0.234, 0.034], [-0.065, -0.100, -0.098], [0.086, 0.696, 0.086], [-0.417, -0.010, 0.218], [0.095, -0.098, -0.077], [-0.291, -0.220, 0.019], [-0.024, -0.154, 0.019], [-0.336, -0.123, -0.101], [-0.436, -0.379, -0.086], [-0.102, -0.097, -0.545], [-0.099, -0.125, -0.096], [-0.004, -0.047, 0.064], [-0.148, -0.065, -0.078], [-1.080, -0.059, -1.128], [0.468, 0.017, 0.046], [0.243, 0.149, 0.522], [-0.592, -0.474, -0.324], [0.128, 0.263, 0.436], [0.530, 0.126, -0.163], [0.272, -0.538, 0.373], [0.106, 0.113, -0.438], [-0.295, 0.398, 0.064]], "mulliken_charge": [1.456, 0.963, -0.813, -0.782, -0.773, -0.423, 0.945, -0.700, -0.810, -0.786, -0.606, 0.975, -0.667, -0.812, -0.703, -0.835, -0.381, 0.301, 0.219, -0.356, 0.236, 0.251, -0.385, 0.229, 0.258]}